(1)
Molecular formula: C47H45MnN9O2S
Method: DFT, wB97M-V/def2-TZVPD

Cartesian coordinates (Å):
1 Mn 0.881 1.037 -0.255
2 N 6.118 3.239 8.338
3 C 5.535 2.990 7.379
4 C 4.816 2.678 6.182
5 C 3.427 2.787 6.147
6 C 2.742 2.481 4.986
7 C 3.420 2.053 3.844
8 C 4.813 1.973 3.885
9 C 5.509 2.278 5.040
10 C 2.661 1.719 2.613
11 C 1.897 2.762 1.989
12 C 1.865 4.110 2.349
13 C 1.096 4.786 1.391
14 C 0.687 3.843 0.473
15 N 1.162 2.605 0.818
16 C 2.758 0.470 2.065
17 C 3.676 -0.584 2.483
18 C 3.630 -1.575 1.587
19 C 2.563 -1.256 0.569
20 N 2.059 0.035 0.954
21 H 2.896 3.114 7.030
22 H 1.662 2.560 4.958
23 H 5.356 1.695 2.991
24 H 6.589 2.219 5.067
25 H 2.357 4.542 3.204
26 H 0.877 5.840 1.345
27 H 0.032 3.993 -0.375
28 H 4.285 -0.542 3.370
29 H 4.183 -2.503 1.566
30 H 2.911 -1.263 -0.466
31 O -0.344 -1.810 -2.707
32 C -0.292 -0.902 -1.908
33 O 0.801 -0.433 -1.380
34 C -1.530 -0.166 -1.445
35 C -2.767 -0.401 -2.052
36 C -3.815 0.417 -1.737
37 C -3.633 1.442 -0.788
38 C -4.649 2.366 -0.458
39 C -4.434 3.324 0.490
40 C -3.209 3.370 1.188
41 C -2.208 2.489 0.895
42 C -2.375 1.544 -0.139
43 N -1.326 0.752 -0.512
44 H -2.843 -1.210 -2.764
45 H -4.785 0.290 -2.203
46 H -5.600 2.296 -0.972
47 H -5.208 4.040 0.729
48 H -3.065 4.111 1.962
49 H -1.267 2.510 1.424
50 N -0.368 -6.725 2.601
51 C -0.335 -8.092 2.511
52 C -0.710 -9.114 3.378
53 C -0.483 -10.403 2.948
54 C 0.101 -10.681 1.697
55 C 0.468 -9.676 0.836
56 C 0.241 -8.358 1.248
57 N 0.529 -7.185 0.612
58 C 0.161 -6.229 1.434
59 C 0.435 -4.841 1.147
60 C 0.926 -4.503 -0.126
61 C 1.454 -3.264 -0.348
62 N 1.507 -2.335 0.629
63 C 0.897 -2.582 1.803
64 C 0.342 -3.799 2.084
65 H -0.748 -6.197 3.367
66 H -1.152 -8.912 4.345
67 H -0.756 -11.228 3.591
68 H 0.272 -11.713 1.420
69 H 0.921 -9.875 -0.125
70 H 0.926 -5.251 -0.905
71 H 1.858 -2.970 -1.308
72 H 0.911 -1.770 2.518
73 H -0.131 -3.946 3.045
74 C 3.161 4.387 -4.771
75 C 3.121 4.488 -3.248
76 C 3.585 3.212 -2.540
77 C 2.660 2.018 -2.759
78 N 1.303 2.322 -2.235
79 C 0.190 2.230 -3.092
80 S -1.032 3.350 -2.948
81 N 0.217 1.220 -3.961
82 C -0.802 0.904 -4.957
83 C -0.338 1.256 -6.373
84 C -0.283 2.760 -6.649
85 C -1.666 3.398 -6.766
86 H 2.898 5.347 -5.214
87 H 2.451 3.649 -5.149
88 H 4.158 4.113 -5.122
89 H 2.106 4.758 -2.941
90 H 3.767 5.306 -2.925
91 H 3.670 3.398 -1.464
92 H 4.577 2.939 -2.903
93 H 3.061 1.141 -2.246
94 H 2.598 1.791 -3.825
95 H 1.295 3.252 -1.827
96 H 0.983 0.563 -3.908
97 H -1.709 1.446 -4.700
98 H -0.998 -0.167 -4.886
99 H -1.021 0.785 -7.084
100 H 0.651 0.813 -6.529
101 H 0.267 2.922 -7.579
102 H 0.278 3.257 -5.853
103 H -2.274 2.863 -7.499
104 H -1.580 4.435 -7.091
105 H -2.185 3.394 -5.808

Properties
Total energy = -4010.4082 a.u.
HOMO energy (alpha / beta) = -9.1 / -9.2 eV
Net charge = +1
Energy relative to the best compared isomer or geometry (same formula, charge and spin) = 34.1 kcal per mole
M = 854.9 u
⟨S²⟩ = 6.059
Multiplicity = 5

These are the Mulliken partial charges, in e, on atoms 1 to 4:
1. Mn -0.188
2. N -0.507
3. C -0.087
4. C 0.504



(2)
Molecular formula: C23H22N2O4
Method: DFT, wB97M-V/def2-TZVPD

Cartesian coordinates (Å):
1 C 1.576 5.185 -1.565
2 C 1.212 3.905 -0.824
3 H 0.130 3.775 -0.808
4 H 1.546 3.964 0.211
5 C 1.850 2.686 -1.485
6 C 1.519 1.408 -0.774
7 N 0.707 1.482 0.235
8 C 0.344 0.343 0.859
9 C 0.901 -0.887 0.578
10 C 1.921 -0.961 -0.444
11 O 2.612 -1.911 -0.716
12 N 2.084 0.255 -1.182
13 C 2.751 0.104 -2.463
14 H 3.405 0.953 -2.664
15 H 3.353 -0.804 -2.376
16 C 1.706 -0.081 -3.585
17 C 0.606 -0.984 -3.093
18 C -0.549 -0.441 -2.544
19 C -1.501 -1.257 -1.959
20 C -1.309 -2.627 -1.920
21 C -0.172 -3.178 -2.485
22 C 0.779 -2.362 -3.068
23 H 1.677 -2.794 -3.484
24 H -0.015 -4.245 -2.452
25 H -2.042 -3.263 -1.445
26 H -2.388 -0.819 -1.523
27 H -0.700 0.630 -2.559
28 H 2.207 -0.513 -4.452
29 H 1.287 0.884 -3.877
30 C 0.424 -2.106 1.244
31 O 0.806 -3.231 0.995
32 C -0.615 -1.825 2.253
33 C -1.165 -2.862 3.015
34 C -2.132 -2.614 3.954
35 C -2.593 -1.305 4.168
36 C -2.063 -0.263 3.421
37 C -1.078 -0.528 2.471
38 O -0.609 0.542 1.774
39 H -2.379 0.759 3.543
40 O -3.547 -1.165 5.115
41 C -4.053 0.122 5.385
42 H -3.265 0.795 5.738
43 H -4.792 -0.012 6.173
44 H -4.535 0.556 4.504
45 H -2.560 -3.407 4.546
46 H -0.797 -3.860 2.835
47 H 2.938 2.806 -1.499
48 H 1.516 2.623 -2.523
49 H 2.654 5.335 -1.571
50 H 1.231 5.147 -2.596
51 H 1.116 6.044 -1.084

Properties
SMILES = CCCc1nc2oc3cc(OC)ccc3c(=O)c2c(=O)n1CCc1ccccc1
Total energy = -1300.1647 a.u.
HOMO energy = -8.7 eV
Energy relative to the best compared isomer or geometry (same formula, charge and spin) = 21.6 kcal per mole
M = 390.4 u
Multiplicity = 1

These are the Mulliken partial charges, in e, on atoms 1 to 4:
1. C -1.404
2. C -0.353
3. H 0.373
4. H 0.383



(3)
Molecular formula: CH2N2O3
Method: DFT, wB97M-V/def2-TZVPD

Cartesian coordinates (Å):
1 C 0.630 0.436 0.004
2 N 1.397 -0.380 0.291
3 N -0.333 -0.964 -1.567
4 O 2.099 -1.181 0.828
5 O 0.769 -1.262 -1.981
6 O -1.034 -0.024 -1.855
7 H 0.278 1.167 -0.766
8 H -0.639 -1.512 -0.690

Properties
SMILES = O=[NH+][O-].C#[N+][O-]
Total energy = -374.2908 a.u.
HOMO energy = -10.3 eV
Energy relative to the best compared isomer or geometry (same formula, charge and spin) = 118.2 kcal per mole
M = 90.0 u
Multiplicity = 1

These are the Mulliken partial charges, in e, on atoms 1 to 4:
1. C -0.158
2. N 0.463
3. N 0.504
4. O -0.583



(4)
Molecular formula: C40H48N8O8
Method: DFT, wB97M-V/def2-TZVPD

Cartesian coordinates (Å):
1 C -3.254 -2.614 1.331
2 C -2.716 -4.095 1.381
3 C -1.366 -4.220 0.725
4 C -1.323 -3.639 -0.629
5 N -1.284 -3.158 -1.674
6 H -4.208 -2.401 1.840
7 H -3.383 -2.202 0.311
8 H -2.572 -1.937 1.856
9 H -3.437 -4.727 0.819
10 H -2.670 -4.402 2.432
11 H -1.011 -5.227 0.734
12 H -0.555 -3.680 1.232
13 C -1.038 1.380 0.075
14 C -0.630 -0.083 0.307
15 C 0.844 -0.269 0.363
16 C 1.322 -1.654 0.621
17 N 1.583 -2.696 0.987
18 H -0.531 2.034 0.788
19 H -2.109 1.556 0.009
20 H -0.616 1.646 -0.904
21 H -0.946 -0.619 -0.578
22 H -1.065 -0.437 1.225
23 H 1.318 0.418 1.062
24 H 1.214 0.028 -0.634
25 C 6.714 -2.557 -0.184
26 C 5.237 -2.493 0.064
27 C 4.887 -2.375 1.560
28 C 5.457 -1.113 2.108
29 N 5.948 -0.192 2.519
30 H 6.991 -2.467 -1.231
31 H 7.092 -3.508 0.105
32 H 7.218 -1.708 0.293
33 H 4.700 -3.310 -0.387
34 H 4.798 -1.657 -0.479
35 H 5.329 -3.254 2.059
36 H 3.810 -2.353 1.736
37 C -1.711 4.282 2.682
38 C -2.735 3.348 3.257
39 C -3.317 3.789 4.584
40 C -3.937 5.054 4.391
41 N -4.384 6.128 4.218
42 H -0.911 4.457 3.414
43 H -2.096 5.294 2.619
44 H -1.225 4.022 1.724
45 H -2.202 2.391 3.463
46 H -3.456 3.181 2.427
47 H -2.523 3.819 5.329
48 H -4.124 3.142 4.850
49 C 4.134 -3.583 -3.142
50 C 2.801 -3.634 -2.764
51 C 2.007 -2.455 -2.771
52 C 2.606 -1.317 -3.255
53 C 3.918 -1.271 -3.659
54 C 4.696 -2.392 -3.611
55 N 1.776 -0.103 -3.438
56 O 0.650 -0.150 -3.033
57 O 2.253 0.870 -3.997
58 H 4.773 -4.447 -2.999
59 H 2.418 -4.563 -2.360
60 H 0.968 -2.365 -2.464
61 H 4.381 -0.356 -4.035
62 H 5.749 -2.313 -3.892
63 C 4.437 -1.910 5.727
64 C 4.696 -0.568 5.613
65 C 3.738 0.264 5.017
66 C 2.588 -0.316 4.529
67 C 2.291 -1.692 4.706
68 C 3.245 -2.483 5.311
69 N 1.556 0.583 3.945
70 O 0.528 0.054 3.591
71 O 1.740 1.807 3.922
72 H 5.102 -2.544 6.264
73 H 5.636 -0.111 5.950
74 H 3.910 1.325 4.960
75 H 1.272 -2.041 4.542
76 H 3.123 -3.533 5.558
77 C -1.177 2.423 -3.998
78 C -0.158 3.376 -3.830
79 C -0.353 4.691 -4.074
80 C -1.554 5.125 -4.627
81 C -2.563 4.207 -4.791
82 C -2.421 2.885 -4.443
83 N -1.815 6.594 -4.935
84 O -2.764 6.936 -5.556
85 O -0.918 7.361 -4.595
86 H -1.156 1.380 -3.711
87 H 0.779 3.111 -3.417
88 H 0.475 5.360 -3.941
89 H -3.457 4.550 -5.209
90 H -3.231 2.179 -4.443
91 C -4.514 -1.816 -2.311
92 C -3.695 -0.672 -2.308
93 C -4.261 0.545 -2.000
94 C -5.627 0.613 -1.761
95 C -6.432 -0.524 -1.761
96 C -5.897 -1.739 -2.158
97 N -6.188 1.948 -1.451
98 O -5.386 2.814 -1.126
99 O -7.368 2.135 -1.737
100 H -4.043 -2.740 -2.654
101 H -2.657 -0.800 -2.506
102 H -3.697 1.459 -1.881
103 H -7.518 -0.462 -1.610
104 H -6.518 -2.613 -2.178

Properties
SMILES = O=[N+]([O-])c1ccccc1.O=[N+]([O-])c1ccccc1.O=[N+]([O-])c1ccccc1.O=[N+]([O-])c1ccccc1.CCCC#N.CCCC#N.CCCC#N.CCCC#N
Total energy = -2592.5449 a.u.
HOMO energy = -9.9 eV
M = 768.9 u
Multiplicity = 1

These are the Mulliken partial charges, in e, on atoms 1 to 4:
1. C -0.693
2. C -0.559
3. C -0.049
4. C 0.245